{"formula": "C34H80N2O24Rb", "method": "the ωB97M-V functional and the def2-TZVPD basis", "species": ["Rb", "C", "C", "C", "O", "C", "C", "C", "O", "O", "O", "H", "H", "C", "O", "C", "C", "N", "C", "C", "O", "C", "H", "H", "H", "H", "H", "H", "H", "H", "H", "H", "H", "H", "H", "H", "H", "C", "O", "C", "C", "N", "C", "C", "O", "C", "H", "H", "H", "H", "H", "H", "H", "H", "H", "H", "H", "H", "H", "H", "H", "C", "C", "O", "O", "H", "H", "H", "H", "H", "H", "C", "C", "O", "O", "H", "H", "H", "H", "H", "H", "C", "C", "O", "O", "H", "H", "H", "H", "H", "H", "C", "C", "O", "O", "H", "H", "H", "H", "H", "H", "C", "C", "O", "O", "H", "H", "H", "H", "H", "H", "C", "C", "O", "O", "H", "H", "H", "H", "H", "H", "C", "C", "O", "O", "H", "H", "H", "H", "H", "H", "C", "C", "O", "O", "H", "H", "H", "H", "H", "H"], "coordinates": [[-5.1129, 0.5593, -2.9455], [-1.5110, 0.2697, -0.1545], [-1.4025, -0.0930, -1.5158], [-0.0968, -0.7763, -1.9809], [-0.0117, -1.1364, -3.1769], [0.9715, -0.9020, -1.0710], [0.8507, -0.5215, 0.2575], [-0.4568, 0.0967, 0.7492], [-0.6046, 0.5067, 1.9259], [1.8380, -0.6204, 1.0271], [-2.3206, 0.1470, -2.3317], [-2.4565, 0.6629, 0.1853], [1.8675, -1.3509, -1.4768], [-1.0535, 4.0213, 1.6136], [-2.1518, 4.7494, 1.0836], [-2.3578, 4.5001, -0.2850], [-3.3053, 3.2964, -0.4889], [-4.2764, 3.0911, 0.5919], [-5.3676, 4.0762, 0.5278], [-6.3870, 3.8725, 1.6439], [-6.9535, 2.5890, 1.7574], [-7.5758, 2.0639, 0.6117], [-0.7380, 4.4650, 2.5521], [-0.1994, 4.0272, 0.9248], [-1.2551, 2.9546, 1.7485], [-1.4154, 4.4184, -0.8289], [-2.8565, 5.3777, -0.7108], [-2.6343, 2.4473, -0.6358], [-3.9179, 3.4048, -1.3868], [-3.7572, 3.3911, 1.4221], [-5.9107, 4.0683, -0.4241], [-4.9595, 5.0886, 0.6333], [-7.1835, 4.6209, 1.5426], [-5.8929, 4.1024, 2.5901], [-6.8866, 2.0187, -0.2284], [-8.4587, 2.6234, 0.2608], [-8.0031, 1.1210, 0.9473], [3.0753, 3.7453, 2.8647], [3.3346, 3.1567, 4.1321], [2.6161, 1.9452, 4.3023], [3.3348, 0.7798, 3.6114], [4.7147, 0.6132, 4.0429], [5.4319, -0.2948, 3.1585], [6.9345, -0.0446, 3.2361], [7.3153, 1.3071, 3.1600], [6.8716, 1.9566, 1.9898], [3.7134, 4.6241, 2.7576], [2.0229, 4.0118, 2.7662], [3.4482, 3.0759, 2.0845], [1.5926, 2.0618, 3.9356], [2.5538, 1.7131, 5.3683], [3.3522, 1.0322, 2.5387], [2.7796, -0.1538, 3.7068], [5.1634, 1.5233, 4.0038], [5.2366, -0.1207, 2.0892], [5.1905, -1.3150, 3.4470], [7.4040, -0.6085, 2.4178], [7.3121, -0.4776, 4.1653], [5.7934, 2.1265, 2.0292], [7.0730, 1.3421, 1.1015], [7.4176, 2.8815, 1.8159], [4.3680, 0.4763, -2.3957], [4.8577, 0.0163, -1.0528], [4.3601, 0.7970, 0.0026], [4.6565, 1.8546, -2.6839], [3.2929, 0.2913, -2.5266], [4.8001, -0.1130, -3.2181], [5.9533, 0.0355, -1.0559], [4.6263, -1.0483, -0.9231], [3.4637, 0.4961, 0.2093], [4.3126, 1.9881, -3.5706], [-4.6325, -0.7186, 1.1787], [-4.3031, -0.0374, 2.5084], [-5.4340, 0.3882, 3.2205], [-5.1313, 0.1429, 0.1509], [-5.3957, -1.4818, 1.3611], [-3.7747, -1.3193, 0.8614], [-3.5786, 0.7692, 2.3495], [-3.7673, -0.8116, 3.0619], [-5.9056, 1.0613, 2.7090], [-4.7550, 1.0354, 0.2875], [2.8102, -3.7803, -5.1140], [3.1114, -2.3857, -4.5556], [2.1535, -1.4053, -4.9260], [1.9584, -4.5650, -4.2961], [3.7534, -4.3242, -5.2064], [2.3545, -3.7763, -6.1103], [4.0720, -2.0288, -4.9405], [3.2153, -2.4034, -3.4654], [1.4490, -1.4247, -4.2554], [1.0927, -4.1523, -4.1375], [-0.7768, 1.3506, -5.2834], [-1.7446, 2.4343, -4.8140], [-2.7033, 2.6169, -5.8969], [-1.3803, 0.0935, -5.3795], [0.0686, 1.3626, -4.5825], [-0.3707, 1.6313, -6.2549], [-1.2646, 3.3998, -4.6261], [-2.3227, 2.1503, -3.9350], [-3.3881, 3.2061, -5.5672], [-1.4440, -0.2643, -4.4746], [-2.9482, -3.2994, -4.5781], [-1.5424, -3.5803, -5.0840], [-0.6117, -3.7824, -4.0159], [-3.5079, -4.5316, -4.1068], [-3.5583, -2.8782, -5.3757], [-2.9272, -2.6340, -3.7075], [-1.1028, -2.8880, -5.8076], [-1.6340, -4.5380, -5.6044], [-0.3576, -2.8776, -3.7282], [-3.0390, -4.7685, -3.2950], [-0.3672, 0.2385, 5.5411], [-0.4538, 1.7452, 5.5112], [-1.1174, 2.1961, 4.3390], [0.5395, -0.2405, 4.5604], [-1.3229, -0.2912, 5.5043], [0.0702, -0.0319, 6.5113], [0.5332, 2.2184, 5.5665], [-0.9091, 2.1036, 6.4409], [-0.7785, 1.7095, 3.5708], [0.1406, -0.0123, 3.7028], [3.9503, -3.7017, 1.2954], [2.9097, -4.7536, 0.9241], [2.6218, -5.6047, 2.0382], [3.4945, -2.7587, 2.2447], [4.2113, -3.2167, 0.3482], [4.8394, -4.1717, 1.7195], [3.2352, -5.3470, 0.0622], [1.9693, -4.2540, 0.6652], [1.9188, -6.1963, 1.7617], [3.1090, -2.0452, 1.7080], [-0.9176, -3.9599, -0.0400], [-2.3091, -3.6022, -0.5008], [-3.0280, -4.8123, -0.8528], [-0.9132, -4.6928, 1.1728], [-0.3886, -3.0323, 0.1853], [-0.3960, -4.4966, -0.8371], [-2.3429, -3.0059, -1.4111], [-2.8937, -3.1104, 0.2802], [-3.4059, -5.1600, -0.0406], [-1.1660, -5.6049, 0.9996]], "atomic_forces_ev_per_a": [[0.77, -0.30, 0.41], [0.35, -0.79, -1.44], [-0.11, 0.37, 1.34], [0.75, 0.30, 0.67], [-0.53, -0.31, -0.62], [-1.60, -0.15, -1.57], [1.93, -0.01, 0.85], [-0.99, 0.82, 1.07], [0.80, -0.42, -0.01], [-0.79, 0.28, 0.14], [-0.41, -0.25, -0.93], [0.07, 0.06, 0.17], [0.20, -0.02, 0.31], [0.65, -0.55, -0.25], [0.28, 0.12, -0.07], [-1.23, 0.83, -0.26], [0.54, -0.31, -0.42], [0.20, 0.32, 0.01], [-0.21, -0.01, 0.07], [0.22, 0.62, 0.13], [0.20, -0.08, 0.17], [-0.79, 0.34, 0.16], [-0.24, 0.01, 0.10], [-0.03, 0.34, -0.05], [-0.36, 0.05, 0.19], [0.06, -0.41, 0.03], [0.10, 0.23, 0.28], [-0.54, -0.35, 0.21], [0.33, 0.18, -0.38], [-0.11, -0.57, 0.18], [0.37, -0.30, -0.20], [-0.21, 0.13, 0.03], [-0.03, 0.02, -0.18], [-0.09, -0.35, 0.13], [0.09, -0.55, -0.02], [0.20, 0.51, 0.29], [0.51, -0.35, -0.44], [1.08, -0.33, 0.26], [-0.13, 0.54, 0.04], [0.58, -0.98, 0.08], [-0.19, 0.53, -0.84], [-0.02, 0.19, 0.29], [0.58, 0.81, -0.14], [-0.11, -1.03, 0.33], [0.34, 0.44, 0.30], [-0.13, -0.56, -0.53], [-0.22, 0.20, 0.34], [-0.10, -0.08, -0.23], [-0.60, -0.07, -0.30], [0.19, -0.13, -0.25], [0.17, 0.33, 0.04], [-0.26, -0.26, -0.08], [-0.01, 0.15, 0.13], [-0.01, -0.04, 0.13], [-0.82, -0.22, 0.13], [0.09, -0.15, -0.34], [0.04, 0.01, -0.08], [0.25, 0.49, 0.12], [0.01, 0.21, -0.17], [-0.12, -0.12, 0.04], [-0.01, 0.13, 0.51], [-0.58, -0.12, -1.44], [0.42, -0.02, -0.22], [0.11, 0.09, 0.07], [0.05, -0.34, 0.45], [-0.07, 0.18, 0.45], [0.31, -0.30, 0.39], [-0.03, 0.41, 0.27], [-0.30, 0.01, -0.09], [-0.12, -0.17, 0.16], [0.02, 0.19, -0.01], [-0.20, -0.55, 0.41], [0.34, -0.39, -1.00], [-0.27, 0.00, 0.21], [0.19, 0.25, -0.15], [-0.28, 0.25, 0.05], [0.29, 0.57, -0.29], [-0.02, 0.08, 0.00], [-0.19, 0.16, 0.42], [0.12, 0.07, -0.01], [0.00, -0.06, 0.24], [-0.36, -0.23, 0.40], [-0.06, 0.29, -0.58], [0.01, -0.26, 0.18], [0.63, -0.24, 0.49], [-0.01, -0.11, 0.15], [0.26, 0.68, -0.15], [0.02, -0.13, -0.14], [-0.03, -0.37, 0.04], [-0.20, 0.31, -0.05], [0.05, -0.09, -0.46], [0.11, 0.63, 0.86], [-0.75, 0.07, -1.14], [-0.02, 0.09, 0.31], [-0.33, -0.12, 0.03], [0.01, -0.27, 0.01], [-0.17, -0.02, -0.13], [0.33, -0.16, 0.04], [0.42, -0.32, 0.33], [0.05, 0.09, -0.15], [0.29, -0.02, -0.03], [0.62, -0.43, 0.78], [0.46, -0.56, -0.35], [-0.43, 0.68, 0.15], [-0.34, 0.23, -0.30], [-0.22, -0.19, 0.03], [0.14, 0.50, -0.34], [-0.43, 0.43, 0.17], [0.14, -0.02, 0.02], [-0.20, -0.13, 0.23], [-0.08, 0.01, -0.01], [1.22, -0.24, 0.84], [0.04, 0.09, 0.05], [-0.32, 0.38, 0.26], [-0.75, 0.13, -0.03], [-0.27, 0.36, -0.26], [0.03, -0.05, -0.06], [-0.01, -0.50, -0.06], [-0.82, 0.06, -0.43], [-0.06, 0.00, 0.07], [0.39, -0.43, -0.37], [-0.31, -0.39, 0.03], [-0.53, 0.09, 0.51], [0.49, -0.05, -0.09], [-0.03, 0.04, -0.73], [0.24, 0.08, 0.02], [0.03, -0.16, -0.13], [0.20, 0.08, -0.01], [0.16, 0.23, -0.24], [-0.10, 0.03, 0.09], [-0.33, 0.16, 0.53], [0.11, 0.69, -0.01], [-0.76, -0.99, -0.07], [0.03, 0.08, 0.00], [-0.19, -0.26, 0.15], [0.16, -0.06, -0.14], [0.03, 0.05, -0.03], [0.40, 0.25, 0.08], [0.34, 0.24, 0.03], [-0.02, -0.08, -0.06], [-0.01, 0.05, -0.14]], "e_above_lowest_kcal_mol": 0.00, "spin_multiplicity": 1, "fmax_ha_per_bohr": 0.0438, "lumo_energy_ha": 0.008, "charge": -1}